Entry i
# C5H10NOS

The ion C5H10NOS with charge -1 (ωB97M-V with the def2-TZVPD basis set, OMol25).

Last column: natural (NBO) charge in e.
Element x y z (Å)
C: -1.479 -1.578 -0.875  -0.65
C: -1.482 -0.435 0.175  -0.22
N: -0.409 -0.374 1.140  -0.62
C: 0.560 0.504 1.427  0.68
O: 0.950 0.487 2.622  -0.68
C: 1.116 1.484 0.441  -0.55
C: 1.666 0.748 -0.779  -0.52
S: 0.767 1.245 -2.292  -0.72
H: -1.746 -1.385 -1.898  0.23
H: -0.347 -1.703 -0.984  0.23
H: -1.893 -2.560 -0.541  0.18
H: -2.355 -0.648 0.812  0.16
H: -1.633 0.478 -0.403  0.24
H: -0.506 -1.199 1.800  0.39
H: 0.507 2.299 0.070  0.26
H: 1.970 2.132 0.812  0.22
H: 1.571 -0.409 -0.609  0.17
H: 2.743 0.916 -0.919  0.19

Summary:
**Frontier orbital gap**: 0.23220 Eh
**Molecular weight**: 132.2 g mol⁻¹
**Net charge**: -1


Entry ii
# C5H10NOS

The ion C5H10NOS with charge -1 (ωB97M-V with the def2-TZVPD basis set, OMol25).

Last column: natural (NBO) charge in e.
Element x y z (Å)
C: 0.688 -2.670 -0.887  -0.60
C: 0.674 -1.215 -0.306  -0.51
C: -0.527 -0.929 0.513  0.67
O: -1.272 -1.749 1.070  -0.66
N: -0.690 0.338 1.056  -0.60
C: 0.018 1.552 0.676  -0.26
C: -0.774 2.522 -0.128  -0.53
S: 0.073 4.105 -0.537  -0.71
H: 0.221 -3.442 -0.266  0.23
H: 1.740 -2.954 -0.854  0.19
H: 0.342 -2.589 -1.917  0.20
H: 1.566 -1.121 0.345  0.23
H: 0.968 -0.487 -1.047  0.24
H: -1.547 0.520 1.550  0.39
H: 0.905 1.376 0.062  0.20
H: 0.441 2.114 1.545  0.19
H: -1.839 2.701 0.188  0.17
H: -0.986 1.929 -1.063  0.16

Summary:
**Frontier orbital gap**: 0.21727 Eh
**Molecular weight**: 132.2 g mol⁻¹
**Net charge**: -1


Preferred: entry ii; penalty for the next structure: 50.9 kJ/mol.


Entry i
# C3H3BrF2

A cluster of 2 separate species, C3H3BrF2 in total (ωB97M-V with the def2-TZVPD basis set, OMol25).

Last column: natural (NBO) charge in e.
Element x y z (Å)
C: -0.412 -0.597 -1.635  0.01
C: -0.565 0.409 -0.821  0.39
C: 0.784 0.441 1.802  -0.49
F: -1.141 -0.754 -2.795  -0.32
F: -1.271 1.537 -1.025  -0.31
Br: 0.507 -1.273 2.368  0.10
H: 0.200 -1.461 -1.272  0.20
H: 1.126 0.547 0.745  0.22
H: 0.772 1.151 2.631  0.21

Summary:
**Frontier orbital gap (spin up / spin down)**: 0.36674 / 0.26574 Eh
**Molecular weight**: 157.0 g mol⁻¹


Entry ii
# C3H3BrF2

A cluster of 2 separate species, C3H3BrF2 in total (ωB97M-V with the def2-TZVPD basis set, OMol25).

Last column: natural (NBO) charge in e.
Element x y z (Å)
C: -0.592 0.393 0.397  0.03
C: 0.959 -1.168 1.446  0.64
C: -0.405 0.396 -1.065  -0.85
F: 1.807 -0.340 2.081  -0.36
F: 1.573 -1.461 0.267  -0.39
Br: -2.167 1.062 1.168  0.12
H: -0.373 1.452 -1.503  0.28
H: 0.522 -0.212 -1.142  0.26
H: -1.323 -0.122 -1.648  0.26

Summary:
**Frontier orbital gap (spin up / spin down)**: 0.27027 / 0.27030 Eh
**Molecular weight**: 157.0 g mol⁻¹


Preferred: entry i; penalty for the next structure: 7.9 kJ/mol.


Entry i
# C2H2ClN

The molecule C2H2ClN (ωB97M-V with the def2-TZVPD basis set, OMol25).

Last column: natural (NBO) charge in e.
Element x y z (Å)
C: -0.077 1.274 0.810  -0.23
C: 0.155 0.282 0.168  0.12
N: 0.449 -0.745 -0.598  -0.53
Cl: -1.083 -1.396 -1.617  0.00
H: -0.213 2.162 1.350  0.24
H: 0.769 -1.577 -0.114  0.40

Summary:
**Frontier orbital gap**: 0.30943 Eh
**Molecular weight**: 75.5 g mol⁻¹


Entry ii
# C2H2ClN

The molecule C2H2ClN (ωB97M-V with the def2-TZVPD basis set, OMol25).

Last column: natural (NBO) charge in e.
Element x y z (Å)
C: -1.378 0.760 -0.101  -0.30
C: -0.324 0.121 -0.008  0.13
N: 0.723 -0.626 0.022  -0.62
Cl: 2.337 0.035 -0.261  0.11
H: -2.150 1.397 0.254  0.24
H: 0.791 -1.688 0.094  0.43

Summary:
**Frontier orbital gap**: 0.32325 Eh
**Molecular weight**: 75.5 g mol⁻¹


Entry iii
# C2H2ClN

The molecule C2H2ClN (ωB97M-V with the def2-TZVPD basis set, OMol25).

Last column: natural (NBO) charge in e.
Element x y z (Å)
C: -0.566 -0.949 1.183  0.02
C: 0.089 0.530 -0.861  -0.09
N: -0.194 -0.118 0.274  -0.32
Cl: 1.762 0.490 -1.343  0.01
H: -0.365 -0.759 2.158  0.17
H: -0.726 0.806 -1.412  0.21

Summary:
**Frontier orbital gap**: 0.31328 Eh
**Molecular weight**: 75.5 g mol⁻¹


Preferred: entry iii; penalty for the next structure: 9.5 kJ/mol.


Entry i
# C43H30Br2CoN11O5

A structure of composition C43H30Br2CoN11O5 (ωB97M-V with the def2-TZVPD basis set, OMol25).

Last column: Mulliken spin population.
Element x y z (Å)
Co: 0.849 -0.285 0.639  1.09
O: 5.908 -1.103 -0.637  0.00
C: 5.268 -1.505 -1.747  0.03
C: 6.046 -1.976 -2.806  -0.01
C: 5.453 -2.405 -3.978  0.02
C: 4.069 -2.374 -4.122  -0.01
C: 3.295 -1.909 -3.074  0.02
C: 3.867 -1.470 -1.882  -0.04
C: 2.975 -0.983 -0.802  0.06
O: 1.713 -0.967 -0.984  0.08
N: 3.551 -0.566 0.317  0.07
N: 2.635 0.001 1.145  0.37
C: 3.409 -1.394 2.975  -0.07
C: 2.221 0.790 3.319  -0.03
C: 2.911 1.396 4.362  0.05
C: 2.267 2.133 5.341  0.01
C: 0.886 2.278 5.259  0.00
C: 0.188 1.712 4.212  0.00
C: 0.815 0.954 3.199  0.02
O: 0.084 0.466 2.235  0.00
H: 5.209 -0.805 0.007  0.01
H: 7.120 -1.995 -2.678  0.00
H: 6.075 -2.769 -4.787  0.00
H: 3.603 -2.711 -5.039  0.00
H: 2.216 -1.873 -3.150  0.00
H: 3.616 -1.965 2.067  0.07
H: 3.985 1.267 4.396  -0.03
H: 2.830 2.583 6.148  0.00
H: 0.350 2.842 6.014  0.00
H: -0.888 1.821 4.138  0.00
C: -4.380 -1.696 0.782  0.00
N: -3.010 -1.559 0.345  0.00
C: -2.061 -0.739 0.799  0.00
N: -0.952 -0.946 0.122  -0.01
C: -1.270 -1.949 -0.736  0.00
N: -2.517 -2.347 -0.642  0.00
C: -5.365 -1.387 -0.322  0.00
C: -6.623 -1.974 -0.337  0.00
C: -7.525 -1.687 -1.354  0.00
C: -7.177 -0.822 -2.376  0.00
C: -5.916 -0.234 -2.365  0.00
C: -5.021 -0.511 -1.340  0.00
C: -5.500 0.648 -3.455  0.00
N: -6.061 0.879 -4.591  0.00
N: -5.227 1.767 -5.266  0.00
C: -4.232 1.995 -4.482  0.00
O: -4.337 1.326 -3.311  0.00
C: -3.057 2.843 -4.678  0.00
C: -2.684 3.247 -5.956  0.00
C: -1.559 4.035 -6.115  0.00
C: -0.809 4.423 -5.010  0.00
C: -1.184 4.034 -3.732  0.00
C: -0.401 4.489 -2.523  0.00
N: 0.249 3.417 -1.791  0.00
C: -0.266 2.538 -0.920  0.00
N: 0.682 1.775 -0.431  0.02
C: 1.799 2.233 -1.056  0.01
N: 1.586 3.231 -1.885  0.00
C: -2.312 3.241 -3.577  0.00
H: -4.513 -1.013 1.623  0.00
H: -4.530 -2.710 1.154  0.00
H: -2.153 -0.055 1.628  0.00
H: -0.553 -2.377 -1.415  0.00
H: -6.896 -2.674 0.444  0.00
H: -8.500 -2.155 -1.356  0.00
H: -7.859 -0.603 -3.186  0.00
H: -4.034 -0.069 -1.359  0.00
H: -3.274 2.931 -6.806  0.00
H: -1.254 4.344 -7.106  0.00
H: 0.078 5.030 -5.145  0.00
H: -1.054 5.025 -1.833  0.00
H: 0.397 5.164 -2.825  0.00
H: -1.308 2.502 -0.647  0.00
H: 2.780 1.822 -0.879  0.00
H: -2.627 2.927 -2.589  0.00
Br: -1.433 -3.623 2.665  0.01
C: 0.086 -3.021 3.636  0.13
C: 0.102 -3.203 5.004  -0.05
C: 1.215 -2.825 5.727  0.09
Br: 1.188 -3.138 7.610  0.00
C: 2.334 -2.259 5.093  -0.09
C: 3.546 -1.951 5.798  0.50
C: 4.682 -1.499 5.115  -0.13
C: 4.656 -1.246 3.777  0.39
N: 2.994 -0.039 2.442  0.22
C: 2.272 -2.053 3.706  0.17
C: 1.156 -2.435 2.902  -0.03
O: 1.134 -2.279 1.638  0.01
H: -0.746 -3.651 5.502  0.00
H: 3.587 -2.111 6.865  0.03
H: 5.598 -1.339 5.672  0.00
H: 5.532 -0.873 3.259  0.02

Summary:
**Frontier orbital gap (spin up / spin down)**: 0.19649 / 0.21196 Eh
**Molecular weight**: 999.5 g mol⁻¹
**Net charge**: -1
**Expectation value of S²**: 3.899
**Spin multiplicity**: 4


Entry ii
# C43H30Br2CoN11O5

A structure of composition C43H30Br2CoN11O5 (ωB97M-V with the def2-TZVPD basis set, OMol25).

Last column: Mulliken spin population.
Element x y z (Å)
Co: 0.528 0.190 -0.510  2.72
O: -4.406 1.415 1.570  0.00
C: -4.692 0.450 0.687  0.00
C: -6.035 0.116 0.495  0.00
C: -6.394 -0.882 -0.390  0.00
C: -5.422 -1.571 -1.108  0.00
C: -4.091 -1.240 -0.919  0.00
C: -3.699 -0.241 -0.032  0.00
C: -2.246 0.048 0.130  0.01
O: -1.401 -0.689 -0.479  0.02
N: -1.935 1.036 0.939  0.01
N: -0.563 1.173 1.033  0.02
C: -0.128 1.878 2.001  0.00
C: 1.275 2.013 2.330  -0.01
C: 1.618 2.915 3.345  0.00
C: 2.912 3.065 3.795  0.00
C: 3.905 2.263 3.222  0.00
C: 3.601 1.358 2.232  0.01
C: 2.281 1.199 1.728  0.01
O: 2.069 0.342 0.786  0.07
H: -3.406 1.485 1.597  0.00
H: -6.779 0.663 1.062  0.00
H: -7.442 -1.123 -0.524  0.00
H: -5.701 -2.347 -1.810  0.00
H: -3.309 -1.742 -1.474  0.00
H: -0.852 2.377 2.650  0.01
H: 0.823 3.509 3.785  0.00
H: 3.151 3.775 4.575  0.00
H: 4.932 2.350 3.562  0.00
H: 4.371 0.734 1.793  0.00
C: -1.109 -3.600 3.957  0.00
N: -0.161 -3.012 3.036  0.00
C: -0.413 -2.471 1.830  -0.01
N: 0.702 -2.334 1.152  0.01
C: 1.634 -2.832 2.006  0.00
N: 1.162 -3.264 3.154  0.00
C: -1.062 -5.110 3.867  0.00
C: -1.060 -5.902 5.005  0.00
C: -0.945 -7.284 4.903  0.00
C: -0.791 -7.884 3.667  0.00
C: -0.778 -7.090 2.523  0.00
C: -0.933 -5.715 2.625  0.00
C: -0.521 -7.687 1.213  0.00
N: -0.279 -8.911 0.901  0.00
N: -0.065 -8.929 -0.476  0.00
C: -0.199 -7.715 -0.881  0.00
O: -0.485 -6.867 0.135  0.00
C: -0.115 -7.167 -2.234  0.00
C: 0.333 -7.967 -3.283  0.00
C: 0.402 -7.438 -4.560  0.00
C: 0.009 -6.127 -4.800  0.00
C: -0.456 -5.331 -3.764  0.00
C: -0.951 -3.925 -4.013  0.00
N: -0.077 -2.889 -3.497  0.00
C: -0.123 -2.298 -2.301  0.00
N: 0.798 -1.359 -2.230  0.02
C: 1.396 -1.423 -3.450  0.00
N: 0.900 -2.338 -4.253  0.00
C: -0.505 -5.856 -2.479  0.00
H: -2.090 -3.212 3.680  0.00
H: -0.886 -3.271 4.970  0.00
H: -1.399 -2.168 1.509  0.00
H: 2.687 -2.857 1.776  0.00
H: -1.128 -5.436 5.981  0.00
H: -0.947 -7.891 5.799  0.00
H: -0.664 -8.954 3.575  0.00
H: -0.897 -5.104 1.731  0.00
H: 0.624 -8.990 -3.082  0.00
H: 0.762 -8.051 -5.376  0.00
H: 0.064 -5.717 -5.802  0.00
H: -1.921 -3.788 -3.534  0.00
H: -1.080 -3.739 -5.077  0.00
H: -0.837 -2.530 -1.530  0.00
H: 2.212 -0.783 -3.747  0.00
H: -0.855 -5.239 -1.660  0.00
Br: -2.090 3.189 -3.826  0.00
C: -0.230 2.837 -3.823  0.00
C: 0.558 3.338 -4.862  0.00
C: 1.907 3.106 -4.913  0.00
Br: 2.918 3.822 -6.359  0.00
C: 2.541 2.344 -3.904  0.00
C: 3.916 2.025 -3.846  0.00
C: 4.398 1.278 -2.805  0.00
C: 3.511 0.832 -1.807  0.00
N: 2.232 1.103 -1.848  0.02
C: 1.733 1.845 -2.858  -0.01
C: 0.298 2.076 -2.772  0.01
O: -0.355 1.598 -1.799  0.06
H: 0.084 3.921 -5.640  0.00
H: 4.576 2.380 -4.626  0.00
H: 5.449 1.028 -2.741  0.00
H: 3.846 0.250 -0.956  0.00

Summary:
**Frontier orbital gap (spin up / spin down)**: 0.22480 / 0.22341 Eh
**Molecular weight**: 999.5 g mol⁻¹
**Net charge**: -1
**Expectation value of S²**: 3.757
**Spin multiplicity**: 4


Preferred: entry ii; penalty for the next structure: 281.0 kJ/mol.


Entry i
# FH3OSi

A cluster of 2 separate species, FH3OSi in total (ωB97M-V with the def2-TZVPD basis set, OMol25).

Last column: natural (NBO) charge in e.
Element x y z (Å)
O: -2.194 -0.287 0.430  -0.94
F: 2.070 0.997 -1.191  -0.69
Si: 1.321 0.096 -0.032  1.06
H: -2.272 0.021 -0.444  0.46
H: -1.395 -0.844 0.425  0.47
H: 2.468 0.018 0.813  -0.36

Summary:
**Frontier orbital gap**: 0.31307 Eh
**Molecular weight**: 66.1 g mol⁻¹


Entry ii
# FH3OSi

The molecule FH3OSi (ωB97M-V with the def2-TZVPD basis set, OMol25).

Last column: natural (NBO) charge in e.
Element x y z (Å)
O: 0.263 -0.251 -1.305  -1.09
Si: -0.332 -0.129 0.190  1.76
F: -0.084 1.324 0.686  -0.67
H: 1.376 0.120 -1.190  0.51
H: -1.764 -0.278 0.460  -0.23
H: 0.541 -0.786 1.159  -0.28

Summary:
**Frontier orbital gap**: 0.43132 Eh
**Molecular weight**: 66.1 g mol⁻¹


Preferred: entry ii; penalty for the next structure: 204.0 kJ/mol.